A structure of composition C14H36AgN4O6 at a distorted geometry, computed with the ωB97M-V functional and the def2-TZVPD basis.

Each line ends with the Mulliken charge.
Geometry (Å):
Ag1 6.465 -15.893 23.318  1.075
C1 6.255 -12.827 25.290  -0.646
C2 6.219 -14.116 26.014  1.065
C3 5.638 -14.088 27.459  -1.736
O1 5.542 -15.124 25.287  -0.193
H1 6.571 -12.063 26.001  0.441
H2 5.307 -12.511 24.856  0.176
H3 7.048 -12.570 24.588  -0.444
H4 7.251 -14.456 26.111  -0.161
H5 6.328 -13.697 28.206  0.418
H6 5.728 -15.119 27.801  0.546
H7 4.684 -13.560 27.470  0.402
H8 4.802 -15.487 25.781  0.143
C4 2.263 -15.314 20.995  -1.304
C5 3.247 -14.679 21.985  0.738
C6 2.635 -13.712 23.036  -1.011
O2 3.951 -15.566 22.834  -0.115
H9 2.481 -15.137 19.941  0.350
H10 1.318 -14.851 21.281  0.384
H11 2.203 -16.369 21.260  0.275
H12 3.992 -14.195 21.354  -0.165
H13 2.172 -14.327 23.807  0.434
H14 1.879 -13.051 22.611  0.439
H15 3.345 -12.941 23.333  -0.021
H16 3.287 -16.030 23.350  0.207
O3 8.476 -14.413 23.725  -0.148
C7 9.553 -13.853 23.746  0.569
N1 10.739 -14.478 23.940  -0.395
C8 9.490 -12.346 23.473  -1.105
H17 11.549 -13.903 23.761  0.208
H18 10.766 -15.430 24.277  0.166
H19 9.060 -11.951 22.553  0.138
H20 10.497 -11.938 23.394  0.485
H21 9.050 -11.884 24.357  0.296
O4 6.389 -13.878 22.265  -0.045
C9 6.713 -13.121 21.359  0.530
N2 7.553 -13.516 20.427  -0.408
C10 6.233 -11.705 21.471  -1.096
H22 8.163 -12.848 19.978  0.264
H23 7.846 -14.481 20.475  0.146
H24 5.150 -11.735 21.591  0.272
H25 6.504 -11.206 20.540  0.495
H26 6.753 -11.118 22.227  0.243
O5 5.418 -17.994 23.776  -0.627
C11 5.288 -19.121 24.306  0.738
N3 4.798 -19.158 25.513  -0.311
C12 5.737 -20.374 23.675  -1.300
H27 4.991 -20.059 25.926  0.206
H28 4.303 -18.384 25.932  0.206
H29 6.158 -21.110 24.360  0.475
H30 6.402 -20.120 22.850  0.253
H31 4.849 -20.809 23.215  0.380
O6 7.948 -17.141 24.333  -0.532
C13 8.820 -17.835 24.813  0.686
N4 9.219 -17.661 26.088  -0.371
C14 9.596 -18.809 23.954  -1.230
H32 8.868 -16.831 26.545  0.236
H33 10.029 -18.147 26.446  0.243
H34 9.776 -18.540 22.913  0.278
H35 8.956 -19.690 23.912  0.288
H36 10.557 -19.058 24.405  0.470

Cartesian forces (eV/Å) of the 2 atoms listed first:
-1.235 0.604 -0.624
0.141 2.415 0.065

The charge is +2. The expectation value of S² is 0.7536. The spin multiplicity is 2. The value obtained for the HOMO energy (spin up / spin down) is -15.501 / -15.449 eV.